The following is a quantum chemistry calculation of 2 unconnected molecules or ions with the total composition C9H14O, from the Open Molecules 2025 dataset.

Cartesian coordinates (Å):
C  -2.70  1.53  -0.74
C  -1.21  1.19  -0.75
C  -0.53  1.06  0.46
C  0.81  0.68  0.45
C  1.43  0.37  -0.76
O  2.74  -0.07  -0.68
C  0.79  0.53  -1.97
C  -0.56  0.94  -1.94
H  -3.22  1.01  -1.53
H  -2.86  2.58  -0.84
H  -3.10  1.29  0.25
H  -0.93  1.17  1.47
H  1.45  0.55  1.29
H  2.98  -0.52  -1.51
H  1.19  0.28  -2.94
H  -1.05  0.99  -2.90
C  -0.93  -2.39  2.55
C  0.57  -2.67  2.31
H  -1.43  -2.05  1.64
H  -1.44  -3.29  2.87
H  -1.01  -1.61  3.29
H  0.80  -2.48  1.26
H  1.18  -2.01  2.88
H  0.83  -3.73  2.40

* gap between HOMO and LUMO: 9.35 eV
* E_LUMO: 0.88 eV
* SMILES string: Cc1ccc(O)cc1.CC
* charge: 0
* HOMO level: -8.5 eV